5 unconnected molecules or ions with the total composition C28H58Br2FN2O2S, computed with the ωB97M-V functional and the def2-TZVPD basis.

XYZ file:
```
94
Properties=species:S:1:pos:R:3:lowdin_charge:R:1
O 2.80 1.78 1.42 -0.20
S 2.42 1.75 0.06 0.61
O 2.39 0.58 -0.72 -0.19
F 3.20 2.82 -0.71 -0.13
C 0.73 2.39 0.02 -0.24
C -0.26 1.47 -0.27 -0.01
C -1.58 1.91 -0.25 -0.63
Br -3.02 0.82 -0.59 0.96
C -1.80 3.26 0.07 -0.10
N -0.83 4.09 0.35 0.09
N 0.40 3.65 0.32 -0.47
Br 1.65 4.94 0.80 1.01
H 0.00 0.44 -0.49 0.13
H -2.81 3.66 0.11 0.12
C 0.31 -2.59 -3.12 -0.11
C 1.73 -2.31 -2.63 -0.27
C 2.82 -2.86 -3.54 -0.22
C 2.82 -4.38 -3.68 -0.22
C 2.94 -5.15 -2.36 -0.27
C 4.23 -4.87 -1.61 -0.11
H 0.11 -3.66 -3.18 0.05
H -0.43 -2.16 -2.44 0.06
H 0.15 -2.17 -4.11 0.08
H 1.85 -2.70 -1.62 0.10
H 1.85 -1.22 -2.55 0.08
H 3.79 -2.53 -3.16 0.10
H 2.72 -2.41 -4.53 0.11
H 3.65 -4.67 -4.33 0.11
H 1.91 -4.70 -4.20 0.10
H 2.88 -6.22 -2.58 0.11
H 2.08 -4.92 -1.72 0.09
H 5.10 -5.12 -2.22 0.08
H 4.29 -5.46 -0.70 0.07
H 4.32 -3.82 -1.32 0.06
C -8.52 5.18 1.89 -0.10
C -7.51 5.19 0.74 -0.27
C -6.22 4.43 1.07 -0.24
C -5.42 5.00 2.24 -0.23
C -5.01 6.46 2.10 -0.26
C -4.10 6.71 0.89 -0.11
H -8.13 5.67 2.78 0.07
H -9.43 5.71 1.60 0.07
H -8.79 4.16 2.16 0.08
H -7.28 6.22 0.46 0.10
H -7.96 4.73 -0.14 0.11
H -5.59 4.41 0.17 0.09
H -6.47 3.39 1.29 0.11
H -4.52 4.39 2.37 0.10
H -5.99 4.88 3.16 0.10
H -4.48 6.77 3.01 0.11
H -5.89 7.10 2.03 0.10
H -3.20 6.10 0.97 0.05
H -3.79 7.75 0.84 0.07
H -4.60 6.47 -0.04 0.07
C 5.91 -0.24 1.02 -0.10
C 6.23 -0.02 2.49 -0.26
C 6.45 1.45 2.86 -0.23
C 7.62 2.12 2.14 -0.23
C 8.97 1.45 2.34 -0.27
C 9.43 1.42 3.80 -0.11
H 6.72 0.09 0.37 0.07
H 5.73 -1.29 0.80 0.07
H 5.01 0.32 0.74 0.04
H 7.12 -0.61 2.76 0.10
H 5.41 -0.42 3.10 0.11
H 6.59 1.52 3.94 0.10
H 5.53 2.00 2.63 0.10
H 7.68 3.16 2.49 0.11
H 7.41 2.18 1.07 0.10
H 9.72 1.99 1.75 0.11
H 8.95 0.43 1.95 0.10
H 9.49 2.44 4.20 0.08
H 10.41 0.97 3.89 0.07
H 8.74 0.85 4.43 0.07
C -1.81 -5.55 -1.88 -0.11
C -2.80 -4.46 -2.29 -0.27
C -3.23 -3.57 -1.13 -0.24
C -3.99 -4.28 0.00 -0.23
C -5.27 -4.99 -0.44 -0.27
C -6.32 -4.05 -1.04 -0.11
H -2.24 -6.25 -1.17 0.07
H -1.48 -6.12 -2.74 0.07
H -0.93 -5.10 -1.41 0.06
H -3.66 -4.92 -2.79 0.10
H -2.33 -3.82 -3.04 0.09
H -3.84 -2.75 -1.52 0.09
H -2.34 -3.10 -0.70 0.10
H -4.25 -3.54 0.77 0.11
H -3.33 -5.00 0.49 0.10
H -5.69 -5.50 0.42 0.11
H -5.03 -5.77 -1.17 0.10
H -6.60 -3.28 -0.31 0.07
H -7.22 -4.60 -1.31 0.07
H -5.95 -3.56 -1.94 0.06
```

Output
- largest force on an atom (eV Å⁻¹) = 0.58
- total charge = +1
- 2S+1 = 1
- HOMO (Eh) = -0.464